{"formula": "C36H33DyO2Si", "method": "wB97M-V/def2-TZVPD", "elements": ["C", "C", "C", "H", "C", "C", "H", "H", "H", "H", "C", "C", "C", "H", "C", "C", "H", "H", "H", "H", "Dy", "O", "C", "C", "H", "H", "H", "H", "C", "C", "C", "H", "C", "H", "C", "H", "C", "H", "O", "Si", "C", "C", "C", "C", "C", "C", "C", "C", "C", "C", "C", "C", "C", "C", "C", "C", "C", "C", "H", "H", "H", "H", "H", "H", "H", "H", "H", "H", "H", "H", "H", "H", "H"], "positions_angstrom": [[2.283694, -2.429170, -0.116498], [0.975493, -2.907470, 0.217120], [0.138574, -2.741409, -0.925120], [0.684247, -3.357696, 1.166997], [0.921733, -2.156329, -1.962069], [2.243631, -1.980574, -1.472105], [3.098017, -1.631188, -2.050288], [3.159185, -2.432717, 0.545313], [-0.885090, -3.122131, -1.026314], [0.577944, -1.972149, -2.994976], [0.314729, 1.737578, -1.783793], [0.545667, 2.325120, -0.503230], [1.896210, 2.042572, -0.107007], [-0.155180, 2.943577, 0.048861], [2.503623, 1.283794, -1.172590], [1.515844, 1.097449, -2.192760], [1.670493, 0.616655, -3.155878], [-0.587350, 1.846249, -2.387767], [2.386826, 2.396580, 0.800801], [3.545582, 0.967285, -1.216855], [0.921149, -0.318898, 0.017903], [-1.661801, -0.077547, -4.262358], [-2.853708, -0.303997, -5.033407], [-1.472985, -0.806496, -5.441336], [-3.536697, -1.082884, -4.651844], [-3.268330, 0.581948, -5.528935], [-1.320867, -1.892406, -5.344796], [0.532644, -1.946925, -6.954111], [0.427099, -0.877355, -7.130475], [-0.631123, -0.175915, -6.482793], [-0.757141, 1.206395, -6.707674], [-1.578415, 1.756289, -6.236577], [0.183059, 1.887410, -7.491092], [0.098198, 2.974352, -7.558420], [1.161353, 1.171499, -8.179167], [1.794851, 1.699465, -8.886717], [1.341812, -0.189641, -7.934898], [2.192833, -0.716840, -8.369700], [-0.738248, -0.049753, 1.247087], [-0.621469, 0.073461, 2.864690], [-2.315809, -0.107858, 3.602420], [-3.247456, -0.893612, 2.917712], [-4.527195, -1.085465, 3.443005], [-4.885656, -0.474803, 4.650221], [-3.971040, 0.354085, 5.314647], [-2.686147, 0.542173, 4.789350], [0.562498, -1.279966, 3.414709], [0.040071, -2.367624, 4.125240], [0.885262, -3.401841, 4.538184], [2.245902, -3.366867, 4.214291], [2.756998, -2.306096, 3.464279], [1.925327, -1.252826, 3.069505], [0.119837, 1.737697, 3.279898], [-0.476402, 2.871504, 2.723001], [0.032675, 4.139194, 2.993191], [1.145810, 4.279179, 3.823692], [1.759949, 3.145959, 4.366847], [1.248623, 1.870005, 4.098363], [-2.978268, -1.356707, 1.968139], [-5.244266, -1.708254, 2.908527], [-5.880281, -0.639902, 5.075288], [-4.255630, 0.855192, 6.243344], [-1.972970, 1.190935, 5.304660], [-1.023532, -2.400089, 4.375680], [0.481373, -4.229415, 5.122144], [2.908931, -4.164530, 4.555194], [3.814240, -2.285202, 3.199906], [2.374196, -0.398979, 2.540017], [-1.347376, 2.772588, 2.075207], [-0.441136, 5.016096, 2.560662], [1.537348, 5.270392, 4.053149], [2.639743, 3.248464, 5.006450], [1.728296, 0.988406, 4.535837]], "atomic_forces_ev_per_a": [[-0.1168, -0.4520, -0.3972], [0.0960, -0.2180, -0.3684], [0.4728, -0.2412, 0.2606], [0.0786, 0.2386, -0.2888], [0.0374, -0.2188, -0.0617], [0.0890, -0.6364, 0.1167], [-0.3331, 0.0477, 0.2285], [-0.4441, -0.0445, -0.3874], [0.4664, 0.4805, 0.1440], [0.2467, 0.0513, 0.8153], [0.5554, 0.0492, 0.6164], [0.7221, -0.2359, -0.2249], [-0.2702, 0.1150, -0.8753], [0.1409, -0.3340, -0.0789], [-0.4609, 0.6955, -0.1511], [0.4271, 0.4409, 0.5040], [-0.0403, 0.0037, 0.3260], [0.2748, -0.2537, 0.3048], [-0.1631, -0.0785, -0.2597], [-0.3397, 0.0437, 0.0093], [-1.1946, 0.5253, -1.0924], [-0.4848, 0.0366, 0.6267], [1.3750, -0.7802, -0.5399], [-1.3978, -0.5156, -0.6665], [0.2711, 0.7133, -0.0507], [0.1038, -0.4250, 0.2811], [0.0241, 0.4069, 0.2705], [0.0847, 0.2048, 0.0273], [-0.5802, 0.7254, 0.7100], [0.9864, 0.5962, -0.7807], [0.5071, -0.1734, 0.0597], [0.4830, -0.1424, -0.0305], [-0.8353, -0.3432, -0.0393], [0.0743, -0.3682, -0.2866], [0.2119, 0.2495, 0.3791], [0.1539, -0.1110, 0.2718], [-0.5547, -0.1781, -0.1253], [-0.3801, 0.1000, -0.0351], [-0.1070, -0.1463, 0.5225], [-0.0830, 0.1308, -0.6658], [0.0685, 0.1796, 0.1663], [-0.4147, -0.0703, 0.3119], [0.0600, 0.1326, 0.1662], [0.2175, 0.0934, -0.0261], [0.0858, -0.0634, -0.1317], [-0.4766, -0.3515, -0.0257], [-0.2331, 0.2916, 0.0989], [0.6002, -0.2531, 0.1009], [0.0559, 0.0809, -0.0944], [-0.2071, 0.0727, -0.0264], [0.0095, 0.1589, -0.0555], [-0.1468, -0.6330, 0.4441], [0.1029, -0.4203, 0.2059], [0.2115, 0.4059, 0.2202], [0.0315, -0.1091, 0.0785], [0.1207, -0.2673, 0.0668], [-0.0271, -0.0422, -0.0112], [-0.0354, 0.6237, -0.0110], [0.0024, 0.1101, 0.2112], [0.1331, 0.1408, 0.1552], [0.3486, 0.0948, -0.1831], [0.0505, -0.1867, -0.2981], [-0.2099, -0.1889, -0.1368], [0.3407, 0.0443, -0.0599], [0.1412, 0.1658, -0.1591], [-0.2006, 0.2315, -0.1525], [-0.2049, -0.0383, 0.0953], [-0.1908, -0.1704, 0.1778], [0.1476, -0.0509, 0.1457], [0.0798, -0.0762, 0.0730], [-0.0794, -0.2427, -0.0919], [-0.2737, 0.0411, -0.1820], [-0.2049, 0.3383, -0.1407]], "multiplicity": 6, "homo_lumo_gap_ev": [7.27, 8.46], "s2": 9.206, "lumo_energy_ev": [-0.57, 0.49], "total_charge": 0}